28
Properties=species:S:1:pos:R:3:forces:R:3 method="wB97M-V/def2-TZVPD" de_lowest_ev=4.9891 homo_lumo_gap_ev=10.3 smiles=c1ccncc1.CCCCC molar_mass_g_mol=151.25
C 3.868 -0.743 0.680 -0.4 -1.1 -1.6
C 4.014 -2.129 0.417 0.5 1.1 1.5
C 2.864 -2.871 0.417 -1.7 -2.8 -0.5
N 1.639 -2.384 0.307 -1.1 1.2 0.7
C 1.479 -1.060 0.413 2.2 -1.5 -0.6
C 2.564 -0.213 0.591 0.2 -1.1 0.2
H 4.818 -0.219 0.733 -0.5 0.6 0.2
H 5.001 -2.599 0.414 -0.4 0.2 0.0
H 2.687 -3.990 0.490 1.7 1.1 -0.4
H 0.514 -0.681 0.244 -1.2 0.5 0.0
H 2.218 0.777 0.564 0.7 1.7 0.4
C -2.460 2.864 -2.643 -2.9 -1.1 0.5
C -2.491 2.654 -1.096 -0.3 -0.3 -0.8
C -2.846 1.206 -0.639 -0.8 2.1 -2.4
C -3.063 1.340 0.861 -1.9 -4.6 -2.2
C -2.978 -0.229 1.235 1.3 2.6 3.8
H -1.830 2.164 -3.159 0.4 -0.6 0.1
H -3.526 2.637 -2.999 1.3 0.0 0.4
H -2.307 3.791 -3.137 0.6 1.3 0.5
H -3.025 3.373 -0.448 -0.6 -0.1 -1.1
H -1.555 2.739 -0.637 2.1 0.5 0.1
H -3.630 0.782 -1.325 -0.2 0.5 1.2
H -2.021 0.532 -0.927 0.1 0.5 0.6
H -3.848 2.026 1.180 -0.5 -0.7 -0.1
H -2.204 1.710 1.196 3.6 1.9 1.6
H -1.974 -0.472 0.685 -2.9 -0.9 0.4
H -2.385 -0.199 2.377 -2.7 -0.7 -2.5
H -4.119 -0.599 1.173 3.4 -0.3 0.0

28
Properties=species:S:1:pos:R:3:forces:R:3 method="wB97M-V/def2-TZVPD" de_lowest_ev=5.6078 homo_lumo_gap_ev=8.9 molar_mass_g_mol=151.25
C 0.091 -2.623 -0.966 0.3 -0.8 -1.1
C -1.265 0.827 1.547 -1.2 0.7 1.1
C -0.505 -2.307 0.171 -0.1 -0.1 0.4
C -0.296 0.465 0.729 0.6 -3.2 -0.8
C 0.218 -1.432 1.108 0.5 5.0 -0.8
C -1.927 -2.584 0.652 3.1 0.8 2.0
C 0.338 2.798 -0.109 0.1 -1.5 0.8
C 0.005 1.169 -1.853 -2.0 -1.1 1.1
C 1.998 0.940 -0.392 -1.5 -1.5 0.4
C 0.443 1.271 -0.360 1.3 0.0 0.9
N 1.087 -1.559 1.991 -0.3 -2.1 -0.9
H -0.333 -3.198 -1.795 -0.5 0.1 0.6
H 1.114 -2.373 -1.226 0.1 0.3 0.6
H -1.499 1.889 1.793 0.0 -0.6 -0.7
H -1.959 0.125 2.090 1.3 0.5 -0.3
H -2.558 -1.815 0.345 -1.2 1.3 -0.4
H -1.749 -2.532 1.759 -1.0 -0.2 -0.7
H -2.291 -3.514 0.389 -0.7 -1.9 -0.7
H 1.046 3.185 -0.838 -0.4 0.9 0.2
H -0.697 3.028 -0.276 -0.4 0.8 -0.3
H 0.573 3.050 0.931 0.3 0.1 -0.3
H -1.045 1.377 -2.086 -0.1 0.8 0.8
H 0.580 1.844 -2.409 1.0 0.9 -0.9
H -0.005 0.226 -2.345 1.0 -1.3 0.0
H 2.119 -0.114 -0.766 0.1 1.2 -0.1
H 2.547 0.944 0.564 -0.5 0.4 -0.1
H 2.343 1.725 -1.039 1.0 -0.2 -0.5
H 1.628 -0.812 2.391 -0.7 0.7 -0.1

28
Properties=species:S:1:pos:R:3:forces:R:3 method="wB97M-V/def2-TZVPD" de_lowest_ev=3.2523 homo_lumo_gap_ev=9.1 smiles="CC[C@@H]1CC(C)=NC(C)=C1C" molar_mass_g_mol=151.25
C -3.160 0.616 -0.214 3.0 2.6 0.3
C -2.016 -0.358 -0.417 0.2 -0.5 -1.5
C -0.697 -0.053 0.421 -2.0 -1.4 0.1
C -0.245 1.252 -0.142 0.1 0.9 1.9
C 1.202 1.449 0.100 -0.7 4.0 0.9
C 1.791 2.833 0.420 -5.2 1.6 1.0
N 2.008 0.516 0.096 1.5 -0.5 0.0
C 1.523 -0.765 -0.065 1.5 -0.4 -0.7
C 2.609 -1.691 -0.446 0.1 0.7 1.7
C 0.290 -1.124 0.204 -0.3 -0.9 -0.6
C -0.206 -2.558 0.399 -0.6 3.0 -1.9
H -2.715 1.626 -0.548 -1.5 -1.2 0.2
H -3.279 0.749 0.845 -0.6 0.0 0.6
H -4.064 0.368 -0.697 -0.9 -0.2 -0.6
H -1.631 -0.185 -1.501 -0.8 -0.9 1.6
H -2.515 -1.356 -0.368 1.2 0.3 0.2
H -0.780 -0.134 1.529 -0.9 0.9 -0.3
H -0.332 1.190 -1.182 -0.3 0.0 -1.9
H -0.901 2.068 0.202 0.7 -0.1 -0.1
H 2.756 2.787 0.162 3.8 0.0 -0.3
H 1.562 3.141 1.508 0.7 -0.8 -1.4
H 1.332 3.736 -0.140 0.4 -1.7 0.4
H 2.069 -2.574 -0.480 0.0 -2.4 -1.0
H 3.256 -1.753 0.438 0.4 0.0 -0.4
H 3.153 -1.377 -1.327 0.0 -0.2 -0.1
H -0.490 -2.917 -0.588 -0.3 -0.4 0.1
H -1.075 -2.351 0.991 -0.5 -1.1 0.6
H 0.552 -3.134 0.796 1.1 -1.5 1.2

34
Properties=species:S:1:pos:R:3:forces:R:3 method="wB97M-V/def2-TZVPD" total_charge=-1 homo_lumo_gap_ev=5.8 molar_mass_g_mol=241.27
N 2.639 -1.572 -0.631 1.4 1.3 -1.3
C 2.412 -0.268 -0.193 -0.3 0.3 2.1
N 2.671 0.831 -0.960 -0.2 -0.3 -1.2
N 1.871 -0.046 1.014 1.5 1.7 -1.9
C 0.495 0.471 0.738 0.2 2.7 -0.8
C 0.197 1.989 0.998 0.0 -1.2 0.1
C -1.193 2.344 0.409 0.6 0.8 -0.5
C -1.431 1.776 -1.004 -0.4 1.3 0.8
N -1.650 0.363 -0.956 -0.5 3.2 -1.9
C -1.857 -0.351 0.135 -1.1 -3.0 -0.1
C -1.890 -1.698 -0.296 -0.4 1.6 0.6
C -1.745 -1.638 -1.702 0.1 -1.8 -0.1
C -1.594 -0.338 -2.111 0.0 -1.6 0.4
H 2.809 -2.121 0.211 -0.8 -0.3 -0.2
H 1.743 -1.906 -1.013 0.3 -0.2 0.4
H 3.288 1.548 -0.633 -0.6 0.2 0.2
H 2.163 0.927 -1.824 0.6 0.0 -0.3
H 1.701 -1.006 1.370 -0.4 -1.1 0.6
H 0.255 0.166 -0.289 0.5 0.4 0.3
H -0.168 -0.135 1.431 1.5 0.0 -0.2
H 0.139 2.105 2.091 0.2 0.1 -0.2
H 0.986 2.665 0.637 -0.2 -0.1 -0.2
H -1.986 2.056 1.107 0.1 0.0 -0.3
H -1.288 3.438 0.302 0.1 -0.2 0.2
H -0.583 2.012 -1.667 0.0 -0.2 0.3
H -2.298 2.290 -1.456 0.1 -0.2 0.2
H -1.891 0.103 1.109 -0.3 -0.5 -0.2
H -1.989 -2.545 0.369 0.1 0.0 -0.2
H -1.722 -2.526 -2.326 0.0 0.3 -0.1
H -1.452 0.056 -3.106 0.0 0.3 0.3
C 0.324 -2.290 2.091 -0.6 -0.3 0.4
O -0.040 -3.356 2.641 0.3 0.4 -0.6
O -0.028 -1.110 2.495 -1.0 -1.1 2.1
O 1.115 -2.233 1.021 -0.8 -2.4 1.2

33
Properties=species:S:1:pos:R:3:forces:R:3 method="wB97M-V/def2-TZVPD" total_charge=+1 homo_lumo_gap_ev="7.1 / 6.9" molar_mass_g_mol=331.76
Pd -0.048 0.180 0.030 1.3 -0.9 2.1
C 2.742 1.426 -0.064 0.0 0.5 0.0
N 2.301 0.054 0.161 -1.6 0.0 0.0
C 2.782 -0.844 -0.882 0.2 -0.3 -0.3
C 2.651 -0.390 1.519 -0.3 -0.1 0.6
C 1.570 -0.030 2.518 0.3 -0.2 -0.6
C 1.872 0.223 3.850 -0.2 0.0 -0.1
C 0.858 0.462 4.760 0.0 0.1 0.2
C -0.466 0.444 4.361 0.1 0.0 -0.1
C -0.780 0.218 3.026 -0.2 -0.2 -0.5
C 0.233 -0.024 2.115 -0.1 0.4 -1.3
H 3.834 1.512 -0.008 0.0 -0.1 0.0
H 2.294 2.071 0.697 0.1 0.0 -0.1
H 2.416 1.765 -1.051 0.0 0.0 0.1
H 3.879 -0.906 -0.892 -0.1 0.1 0.0
H 2.449 -0.477 -1.859 0.1 -0.1 0.2
H 2.381 -1.848 -0.723 0.0 0.2 0.0
H 3.614 0.034 1.830 0.0 -0.1 -0.1
H 2.746 -1.480 1.518 0.1 0.1 -0.1
H 2.902 0.234 4.174 0.1 0.0 0.0
H 1.102 0.675 5.789 0.0 0.0 0.1
H -1.256 0.615 5.076 -0.1 0.0 0.0
H -1.824 0.206 2.720 0.1 0.1 0.0
N -2.497 0.071 -0.301 0.3 -0.2 0.4
N -2.986 1.375 -0.132 -0.5 0.0 0.1
C -2.201 2.472 -0.260 0.2 0.0 -0.4
N -2.786 3.669 -0.119 -0.2 -0.3 0.2
S -0.572 2.406 -0.652 0.0 0.8 -0.4
H -2.784 -0.345 -1.193 0.1 0.3 0.3
H -2.795 -0.536 0.468 -0.1 0.4 -0.3
H -3.984 1.506 -0.002 0.2 -0.2 -0.1
H -3.744 3.782 0.168 0.0 0.0 0.0
H -2.207 4.491 -0.173 0.0 -0.1 0.0

33
Properties=species:S:1:pos:R:3:forces:R:3 method="wB97M-V/def2-TZVPD" total_charge=-1 homo_lumo_gap_ev=6.0 molar_mass_g_mol=278.36
C 5.420 -0.798 0.626 0.0 -0.9 1.3
C 4.076 -1.522 0.138 0.5 0.0 0.1
C 3.415 -0.921 -1.200 -0.6 0.6 0.1
C 4.203 0.314 -1.846 0.3 -0.6 -0.9
C 1.865 -0.493 -1.014 1.3 -3.1 -0.8
N 1.668 0.330 0.227 -4.0 3.8 -2.1
C 0.730 1.184 -0.062 1.0 -2.4 2.7
S -0.657 2.130 0.029 2.9 -1.6 -0.5
P 0.937 -2.156 -0.869 1.1 2.3 -0.3
S -0.865 -2.115 -1.617 -0.6 -0.3 0.2
H 5.177 0.124 1.274 0.5 -1.2 -1.4
H 6.179 -0.586 -0.192 -1.2 -0.1 1.0
H 5.938 -1.533 1.354 -0.7 1.1 -1.0
H 3.329 -1.491 1.018 1.1 0.1 -1.4
H 4.321 -2.633 -0.040 -0.4 1.6 0.2
H 3.429 -1.766 -1.985 -0.1 1.4 1.1
H 5.146 -0.084 -2.385 -1.2 0.7 0.9
H 4.523 1.120 -1.110 -0.6 -1.1 -0.8
H 3.552 0.777 -2.676 0.8 -0.7 1.5
H 1.005 -2.533 0.515 -0.1 -0.4 -0.4
H 1.722 -3.149 -1.581 -0.2 0.6 0.7
O -7.864 1.952 0.234 0.6 -0.2 -0.3
C -6.733 1.601 0.455 -0.8 0.0 -0.1
O -5.919 1.032 -0.472 -0.6 0.4 0.2
C -4.687 0.639 0.152 0.6 -0.3 -0.1
C -4.582 1.494 1.392 0.4 0.2 0.4
C -6.032 1.681 1.786 0.5 0.2 0.1
H -4.739 -0.429 0.385 0.0 0.1 0.0
H -3.856 0.809 -0.535 -0.2 -0.1 -0.1
H -3.970 1.042 2.175 0.0 0.0 -0.2
H -4.142 2.463 1.138 0.0 -0.1 0.0
H -6.389 0.871 2.426 -0.1 0.1 0.0
H -6.199 2.648 2.259 -0.3 -0.2 0.0

no.,total energy (hartree),F_max (eV Å⁻¹)
1,-445.84389,5.48
2,-445.82116,5.04
3,-445.90772,5.57
4,-835.88397,3.72
5,-1136.06872,2.62
6,-1734.13888,5.96